{"formula": "C48H55BrIMgN4O2PS", "method": "wB97M-V/def2-TZVPD", "spin_multiplicity": 1, "e_lumo_ev": -0.148, "orbital_gap_ev": 7.1, "e_above_lowest_kcal_mol": 14.8, "max_force_ev_per_a": 1.13, "charge": 0, "elements": ["Mg", "O", "C", "C", "C", "C", "C", "C", "C", "N", "N", "C", "O", "C", "C", "C", "C", "C", "C", "H", "H", "H", "H", "H", "H", "H", "H", "H", "H", "S", "C", "C", "C", "N", "C", "C", "C", "C", "C", "N", "C", "C", "H", "H", "H", "H", "H", "H", "H", "H", "C", "C", "C", "C", "C", "C", "P", "C", "C", "C", "C", "C", "C", "C", "C", "C", "C", "C", "C", "H", "H", "H", "H", "H", "H", "H", "H", "H", "H", "H", "H", "H", "H", "H", "H", "H", "H", "H", "H", "H", "H", "H", "H", "H", "H", "H", "H", "H", "H", "H", "H", "H", "Br", "C", "C", "C", "C", "C", "C", "I", "H", "H", "H", "H"], "coordinates": [[1.038, -1.232, 0.977], [1.508, -0.969, 2.787], [0.984, -1.621, 3.797], [0.959, -1.038, 5.084], [0.375, -1.672, 6.160], [-0.206, -2.939, 6.022], [-0.172, -3.545, 4.784], [0.406, -2.927, 3.664], [0.407, -3.683, 2.408], [0.833, -3.194, 1.308], [0.820, -3.991, 0.153], [0.923, -3.228, -0.915], [0.928, -1.916, -0.911], [1.133, -3.969, -2.196], [1.812, -3.352, -3.241], [2.050, -4.035, -4.428], [1.595, -5.336, -4.584], [0.903, -5.952, -3.546], [0.675, -5.276, -2.358], [1.406, -0.057, 5.189], [0.369, -1.183, 7.128], [-0.663, -3.435, 6.870], [-0.601, -4.536, 4.657], [0.013, -4.702, 2.412], [2.146, -2.328, -3.128], [2.584, -3.546, -5.234], [1.774, -5.868, -5.511], [0.537, -6.964, -3.667], [0.144, -5.747, -1.540], [6.634, 2.052, -0.936], [5.215, 1.137, -0.363], [4.562, 1.462, 0.820], [3.430, 0.752, 1.170], [2.924, -0.235, 0.410], [3.593, -0.576, -0.700], [4.740, 0.076, -1.117], [5.827, 3.619, -1.223], [5.218, 3.871, -2.444], [4.587, 5.094, -2.628], [4.539, 6.048, -1.695], [5.140, 5.794, -0.530], [5.796, 4.604, -0.247], [4.920, 2.258, 1.458], [2.902, 0.959, 2.094], [3.163, -1.376, -1.287], [5.231, -0.215, -2.037], [5.227, 3.124, -3.229], [4.095, 5.317, -3.570], [5.094, 6.581, 0.216], [6.281, 4.454, 0.711], [-4.538, -0.549, 4.544], [-3.065, -0.392, 4.914], [-2.253, 0.152, 3.722], [-2.819, -0.333, 2.362], [-3.449, -1.720, 2.555], [-4.709, -1.598, 3.426], [-1.519, -0.341, 1.068], [-2.298, -0.849, -0.542], [-3.684, -0.290, -0.930], [-4.335, -1.139, -2.041], [-3.265, -1.651, -3.007], [-2.344, -2.659, -2.288], [-2.276, -2.371, -0.778], [-1.148, 1.462, 0.740], [-0.078, 2.010, 1.706], [0.236, 3.468, 1.371], [-1.010, 4.375, 1.537], [-2.298, 3.556, 1.666], [-2.347, 2.446, 0.616], [-4.924, 0.421, 4.210], [-5.129, -0.828, 5.418], [-2.660, -1.361, 5.226], [-2.949, 0.278, 5.768], [-1.210, -0.162, 3.831], [-2.261, 1.245, 3.750], [-3.600, 0.357, 2.032], [-2.708, -2.368, 3.040], [-3.704, -2.190, 1.610], [-4.945, -2.575, 3.857], [-5.556, -1.324, 2.792], [-1.566, -0.434, -1.244], [-3.566, 0.730, -1.301], [-4.350, -0.242, -0.064], [-5.085, -0.542, -2.564], [-4.865, -1.991, -1.604], [-2.676, -0.796, -3.364], [-3.716, -2.106, -3.891], [-1.336, -2.614, -2.713], [-2.707, -3.678, -2.446], [-1.389, -2.830, -0.347], [-3.131, -2.834, -0.281], [-0.660, 1.404, -0.241], [0.831, 1.408, 1.643], [-0.409, 1.926, 2.745], [0.595, 3.512, 0.337], [1.055, 3.827, 1.999], [-1.099, 5.035, 0.670], [-0.898, 5.023, 2.409], [-3.169, 4.206, 1.560], [-2.363, 3.118, 2.666], [-2.319, 2.912, -0.376], [-3.301, 1.927, 0.676], [-1.797, 2.736, -3.415], [-0.276, 2.669, -4.542], [-0.202, 3.595, -5.574], [0.895, 3.599, -6.421], [1.920, 2.680, -6.233], [1.840, 1.756, -5.201], [0.740, 1.738, -4.349], [0.691, 0.290, -2.850], [-1.004, 4.310, -5.706], [0.946, 4.321, -7.228], [2.781, 2.677, -6.892], [2.637, 1.038, -5.052]]}